(1)
DFT (wB97M-V/def2-TZVPD) results for a 4-piece molecular cluster, CH10O3S2 overall in a non-equilibrium geometry.

CARTESIAN COORDINATES (ANGSTROEM)
C  -2.78761  0.53342  -3.05067
S  -3.61909  2.09256  -3.35130
S  -1.75629  2.99794  -3.85922
H  -1.73548  0.71561  -2.82740
H  -3.08147  -0.40186  -3.64053
H  -2.96429  0.37908  -1.96849
H  -0.80913  2.05612  -3.75603
H  4.27949  0.90326  1.84173
H  4.90576  0.79472  3.14209
O  5.09571  1.09009  2.30479
H  -0.95934  -4.79848  3.40577
H  -1.09812  -3.42533  3.08572
O  -1.65159  -4.25531  3.11623
H  1.66775  0.79130  1.14779
H  2.21125  0.18445  2.66815
O  2.30245  0.34242  1.74137

For the largest force on an atom, the calculation gives 0.0664 hartree/bohr. The relative energy (zero: lowest compared OMol25 entry of this formula, charge and spin) is 215.05 kJ/mol. Its structure (SMILES) is CSS.O.O.O. For the HOMO-LUMO gap, the calculation gives 8.41 eV. The calculation puts the HOMO energy at -8.39 eV.

=====

(2)
DFT (wB97M-V/def2-TZVPD) results for a 11-piece molecular cluster, C20H65N3O11 overall in a non-equilibrium geometry.

CARTESIAN COORDINATES (ANGSTROEM)
C  -2.37792  4.31090  -1.15394
C  -2.73992  3.94990  0.26006
C  -3.71192  2.83590  0.42106
O  -4.98592  3.16990  -0.28494
C  -6.00492  2.06190  -0.12194
N  -1.43792  3.60190  1.05106
H  -3.26292  4.66290  -1.81494
H  -1.93592  3.50490  -1.68394
H  -1.84792  5.16190  -1.35394
H  -3.17092  4.68490  0.90306
H  -3.94592  2.95690  1.54206
H  -3.54392  1.90090  -0.02794
H  -6.82792  2.35090  -0.49394
H  -6.20992  1.84590  0.78506
H  -5.70692  1.01390  -0.81194
H  -1.08392  4.45090  1.45506
H  -1.70292  3.15490  1.95406
C  0.95608  -4.30210  -0.97694
C  -0.52092  -4.41810  -0.50294
C  -0.74892  -5.24610  0.83406
O  -0.33592  -6.64110  0.42806
C  -0.49692  -7.47910  1.54806
N  -0.96792  -3.04110  -0.24594
H  1.31608  -5.20310  -1.36294
H  1.62408  -4.05210  -0.21894
H  1.18808  -3.62210  -1.76594
H  -0.91792  -5.02410  -1.26494
H  -1.84092  -5.34210  0.99506
H  -0.10792  -4.92810  1.74806
H  -1.52592  -7.62810  1.73206
H  0.02908  -7.32310  2.41406
H  -0.31992  -8.44610  1.19106
H  -0.72392  -2.71810  0.66006
H  -2.08592  -2.84310  -0.02694
C  4.48408  3.82490  -0.49394
C  2.94908  3.44190  -0.59594
C  2.36008  3.55290  -1.98294
O  2.86208  4.61490  -2.65894
C  2.31808  4.87790  -3.86494
N  2.63508  2.12790  -0.06294
H  4.74108  4.90290  -1.06594
H  5.01608  2.96490  -0.74994
H  4.57508  3.90390  0.62506
H  2.42408  4.16990  -0.11994
H  1.28608  3.34690  -2.01894
H  2.73508  2.59290  -2.42094
H  2.27408  4.03490  -4.50394
H  2.96708  5.64690  -4.44894
H  1.29508  5.49490  -3.71394
H  1.57508  1.96790  -0.00194
H  2.84908  2.25490  0.88606
C  -3.65692  -1.75710  -1.81694
O  -4.93692  -2.45210  -1.74094
H  -3.02992  -2.44610  -2.00094
H  -3.33592  -1.19710  -0.98594
H  -3.56392  -1.02910  -2.61594
H  -4.91792  -3.33610  -1.85094
C  3.49208  -1.71710  1.01706
O  4.47108  -1.05210  1.89306
H  2.86308  -1.18410  0.69406
H  2.93808  -2.48110  1.44206
H  4.12108  -2.34210  0.28706
H  4.01908  -0.10510  2.00706
C  -0.30192  0.43390  -0.01794
O  -0.14892  1.67490  -0.54694
H  -1.38092  0.18390  0.12006
H  0.20008  0.00690  0.83006
H  -0.00592  -0.52410  -0.63894
H  -0.55592  2.33890  0.09806
C  -1.86492  0.74090  3.52406
O  -2.04992  2.14090  3.77006
H  -0.74592  0.53890  3.29306
H  -2.50792  0.26990  2.77706
H  -1.94692  0.08790  4.51306
H  -1.29992  2.43990  4.32206
C  2.21408  1.49390  3.37606
O  3.60208  1.35890  2.89406
H  1.84508  2.41490  2.96406
H  2.42408  1.79690  4.43406
H  1.60308  0.74690  3.35006
H  4.22008  2.05790  3.07306
C  0.62308  -2.32310  2.99306
O  -0.80992  -2.36010  2.86806
H  1.03108  -2.08310  2.08406
H  1.20708  -3.20210  3.17906
H  1.04008  -1.57110  3.70406
H  -1.20592  -2.77510  3.64906
C  -0.66192  -2.75210  -3.72094
O  -0.60092  -1.79810  -2.90794
H  0.46308  -2.74610  -4.20594
H  -1.50392  -2.68910  -4.48794
H  -0.68092  -3.57510  -2.79294
H  -0.77392  -2.22210  -2.04094
C  2.53108  -0.20910  -2.77594
O  3.74708  0.34390  -2.14194
H  1.73808  0.33090  -2.63394
H  2.35008  -1.04210  -2.32994
H  2.81608  -0.58310  -3.73394
H  3.55908  1.07090  -1.78494

For the largest force on an atom, the calculation gives 0.2798 hartree/bohr. The relative energy (zero: lowest compared OMol25 entry of this formula, charge and spin) is 1387.19 kJ/mol. Its structure (SMILES) is COC[C@H](C)N.COC[C@H](C)N.COC[C@H](C)N.CO.CO.CO.CO.CO.CO.CO.CO. For the HOMO-LUMO gap, the calculation gives 8.92 eV. The calculation puts the HOMO energy at -8.96 eV.

=====

(3)
DFT (wB97M-V/def2-TZVPD) results for C32H80CdN5O15 as an isolated structure in a non-equilibrium geometry.

CARTESIAN COORDINATES (ANGSTROEM)
Cd  0.85870  0.55081  2.32751
O  0.06949  -0.09296  0.68135
H  -0.21424  0.12785  -0.22710
C  2.56846  -3.42633  2.70691
C  1.62942  -2.25136  2.55599
C  0.59845  -2.05505  3.64898
O  -0.10943  -0.80838  3.53061
C  -1.09219  -0.72307  4.55798
N  2.47363  -1.00835  2.42027
H  3.20816  -3.39085  3.58874
H  3.20041  -3.76460  1.88574
H  1.87699  -4.24428  2.90921
H  1.18465  -2.31187  1.56271
H  1.08564  -2.18179  4.61576
H  -0.15258  -2.84451  3.62075
H  -1.71479  -1.61586  4.61625
H  -1.77045  0.12371  4.45298
H  -0.66664  -0.53942  5.54454
H  3.16545  -1.06750  3.15375
H  3.05188  -0.98462  1.59252
C  -0.90204  3.84022  1.17898
C  -1.16944  3.20830  2.56891
C  -2.59044  3.47597  3.06189
O  -2.77746  3.05522  4.42034
C  -4.11363  3.21840  4.88501
N  -0.82958  1.82274  2.66297
H  0.09701  3.63938  0.79213
H  -1.10276  4.90946  1.11171
H  -1.61039  3.40524  0.47389
H  -0.47331  3.71532  3.23706
H  -3.26059  2.99351  2.35038
H  -2.80846  4.54364  3.08700
H  -4.78650  2.51087  4.40051
H  -4.52705  4.22399  4.80772
H  -4.07346  2.84731  5.90910
H  -1.29494  1.69923  3.55083
H  -1.50821  1.30976  2.11854
C  3.12874  3.36766  4.61049
C  2.31926  2.75318  3.53535
C  3.04202  2.59293  2.17614
O  2.10853  1.99837  1.26114
C  2.61965  1.93825  -0.07095
N  1.90236  1.45271  4.02500
H  4.02557  2.74929  4.64813
H  2.70558  3.34462  5.61473
H  3.34496  4.41497  4.39954
H  1.52785  3.44700  3.25184
H  3.94154  1.98577  2.27791
H  3.32174  3.57174  1.78656
H  2.64619  2.95770  -0.45579
H  1.95502  1.37188  -0.72332
H  3.59771  1.46658  -0.16603
H  1.44867  1.48095  4.92692
H  2.75551  1.04392  4.37871
C  -3.72002  -0.25442  -1.16071
C  -3.55884  0.66838  0.08743
C  -4.91215  1.19569  0.71991
O  -5.59455  1.96933  -0.22056
C  -6.78113  2.50216  0.25943
N  -2.79853  -0.02882  1.13765
H  -4.12615  -1.16773  -0.72595
H  -2.86672  -0.56793  -1.76213
H  -4.31723  0.30863  -1.87793
H  -2.98159  1.53844  -0.22542
H  -4.73323  1.79015  1.61586
H  -5.47307  0.32814  1.06753
H  -6.51048  3.43308  0.75769
H  -7.34200  1.84637  0.92535
H  -7.49429  2.70086  -0.54059
H  -1.85803  -0.18566  0.80455
H  -3.18986  -0.95962  1.16195
C  2.54109  -1.67104  -1.36459
C  3.90634  -2.19983  -0.84606
C  4.86146  -2.58316  -2.00713
O  5.77440  -3.52783  -1.50001
C  6.69835  -4.12799  -2.40977
N  4.54221  -1.19803  -0.06579
H  1.95133  -2.36945  -1.95833
H  2.58002  -0.78605  -1.99969
H  1.94034  -1.39344  -0.49849
H  3.66238  -3.02991  -0.18308
H  5.44662  -1.78896  -2.47072
H  4.31805  -3.05190  -2.82755
H  7.35602  -4.77258  -1.82661
H  7.25759  -3.35219  -2.93272
H  6.20541  -4.66886  -3.21759
H  4.72703  -0.41227  -0.67284
H  5.41176  -1.51812  0.33613
C  -5.38872  -6.84032  -0.28083
C  -3.96602  -6.28015  -0.10243
O  -4.13494  -5.11286  0.72103
C  -3.16765  -4.10922  0.91516
O  -3.36135  -3.18862  1.70919
O  -2.06540  -4.30290  0.12440
C  -1.15310  -3.26534  -0.00249
H  -5.73632  -7.22078  0.67965
H  -5.52831  -7.66613  -0.97844
H  -6.09761  -6.07485  -0.59650
H  -3.51275  -6.10326  -1.07779
H  -3.39142  -7.02043  0.45427
H  -0.79548  -2.90688  0.96276
H  -1.59898  -2.43105  -0.54401
H  -0.37563  -3.61258  -0.68298
C  -2.74422  3.08231  -3.12691
C  -1.23649  2.79047  -2.68766
O  -0.59464  3.99554  -2.35920
C  0.03287  4.72936  -3.16302
O  0.13330  4.60168  -4.41350
O  0.78179  5.60993  -2.38653
C  1.39460  6.70503  -2.98018
H  -2.86749  3.69908  -4.01712
H  -3.24793  3.53622  -2.27348
H  -3.26530  2.13679  -3.27719
H  -0.77593  2.39207  -3.59169
H  -1.09108  2.06962  -1.88311
H  2.40192  6.58711  -3.37955
H  1.40538  7.50803  -2.24319
H  0.84152  7.08452  -3.83935
C  2.87301  -3.28830  -7.51284
C  3.46041  -1.93125  -7.00022
O  2.34605  -1.18661  -6.55467
C  1.91536  -1.24113  -5.25336
O  2.41744  -1.95741  -4.37042
O  0.78921  -0.48755  -5.08994
C  0.14910  -0.57325  -3.85382
H  2.41229  -3.20897  -8.49749
H  2.17004  -3.78850  -6.84671
H  3.62949  -4.06706  -7.60964
H  3.96689  -1.39855  -7.80508
H  4.19236  -1.95514  -6.19289
H  0.22977  -1.59428  -3.48088
H  -0.89756  -0.27990  -3.93477
H  0.61836  0.05242  -3.09459

For the largest force on an atom, the calculation gives 0.1213 hartree/bohr. Its charge is +1. For the HOMO-LUMO gap, the calculation gives 9.10 eV. The calculation puts the HOMO energy at -10.96 eV.